1.
# CHFI2S

A 2-piece molecular cluster, CHFI2S overall (ωB97M-V/def2-TZVPD, OMol25).

Properties
* orbital gap (spin up / spin down): 8.46 / 5.42 eV
* ΔE to the lowest compared entry with this formula, charge and spin: 2.924 eV
* electronic energy: -30803.826 eV

CARTESIAN COORDINATES (ANGSTROEM)
C  0.136  0.651  0.930
F  -0.270  1.938  0.802
S  0.231  -0.424  -2.892
I  -1.156  -0.370  2.130
I  0.275  -1.995  -1.158
H  0.783  0.200  0.188

---

2.
# C17H15FeN2O4

C17H15FeN2O4 as an isolated structure (ωB97M-V/def2-TZVPD, OMol25).

Properties
* spin multiplicity: 5
* charge: +1
* orbital gap (spin up / spin down): 4.27 / 5.68 eV
* ⟨S²⟩: 6.10
* ΔE to the lowest compared entry with this formula, charge and spin: 0.000 eV
* electronic energy: -63415.847 eV

CARTESIAN COORDINATES (ANGSTROEM)
C  0.031  0.425  -2.734
C  1.166  1.213  -2.722
N  2.196  1.779  -2.707
N  -1.215  0.974  -2.964
C  -2.312  0.145  -3.119
C  -3.578  0.677  -3.189
C  -3.766  2.069  -3.162
C  -2.637  2.886  -3.089
C  -1.374  2.344  -3.006
H  0.129  -0.659  -2.829
H  -2.062  -0.917  -3.158
H  -4.412  -0.015  -3.267
H  -4.764  2.498  -3.204
H  -2.702  3.969  -3.096
H  -0.463  2.941  -2.965
C  2.452  -4.001  1.749
O  1.690  -2.963  2.411
C  1.246  -1.840  1.741
C  2.080  -0.676  1.581
C  1.804  0.103  0.332
C  0.375  0.486  0.401
C  -0.540  -0.453  0.847
C  -0.122  -1.632  1.493
Fe  0.554  0.095  2.619
C  1.465  1.582  2.948
O  1.977  2.527  3.392
C  1.028  -0.581  4.180
O  1.335  -0.834  5.269
C  -0.898  0.823  3.316
O  -1.724  1.350  3.936
H  2.766  -4.652  2.567
H  1.808  -4.545  1.045
H  3.319  -3.581  1.219
H  3.101  -0.728  1.968
H  2.486  0.967  0.213
H  1.961  -0.547  -0.564
H  0.054  1.441  -0.017
H  -1.616  -0.284  0.740
H  -0.836  -2.383  1.822

---

3.
# C38H49GaN3P

C38H49GaN3P as an isolated structure (ωB97M-V/def2-TZVPD, OMol25).

Properties
* charge: +2
* orbital gap: 6.76 eV
* ΔE to the lowest compared entry with this formula, charge and spin: 0.000 eV
* electronic energy: -106324.912 eV

CARTESIAN COORDINATES (ANGSTROEM)
Ga  -0.600  0.336  0.241
C  -2.411  -3.848  3.483
C  -2.866  -2.493  2.953
C  -4.025  -1.958  3.805
C  -1.760  -1.455  2.904
C  -1.982  -0.235  2.274
C  -1.037  0.826  2.354
C  0.142  0.684  3.121
C  0.991  1.866  3.470
C  0.388  -0.571  3.663
C  -0.541  -1.602  3.568
H  -3.222  -4.569  3.392
H  -2.155  -3.788  4.543
H  -1.548  -4.245  2.946
H  -3.239  -2.620  1.930
H  -3.698  -1.794  4.834
H  -4.842  -2.679  3.822
H  -4.419  -1.015  3.422
H  -2.935  -0.069  1.780
H  -1.347  1.838  2.092
H  1.022  2.610  2.675
H  2.009  1.566  3.703
H  0.569  2.338  4.362
H  1.293  -0.728  4.237
H  -0.319  -2.539  4.062
C  -1.861  -2.895  -3.356
C  -2.106  -1.851  -2.259
C  -2.740  -0.603  -2.867
P  -0.604  -1.531  -1.237
C  -0.072  -3.176  -0.628
C  -1.220  -3.976  -0.019
C  1.113  -3.049  0.322
C  0.776  -0.814  -2.131
C  1.246  -1.423  -3.307
C  2.358  -0.959  -3.982
C  2.840  -1.599  -5.253
C  3.018  0.146  -3.433
C  2.597  0.752  -2.268
C  1.472  0.286  -1.576
N  1.058  0.913  -0.387
C  2.001  1.760  0.298
C  1.898  3.154  0.219
C  0.831  3.831  -0.598
C  2.832  3.938  0.886
C  3.883  3.382  1.607
C  4.876  4.255  2.322
C  3.982  1.998  1.643
C  3.058  1.177  1.008
C  3.210  -0.315  1.092
H  -2.828  -3.226  -3.736
H  -1.326  -3.779  -3.012
H  -1.318  -2.458  -4.193
H  -2.800  -2.272  -1.525
H  -2.023  -0.049  -3.478
H  -3.167  0.056  -2.113
H  -3.554  -0.909  -3.524
H  0.278  -3.669  -1.542
H  -1.667  -3.440  0.819
H  -0.832  -4.921  0.362
H  -2.004  -4.211  -0.737
H  0.822  -2.544  1.247
H  1.938  -2.505  -0.133
H  1.472  -4.044  0.587
H  0.734  -2.294  -3.695
H  2.368  -2.567  -5.415
H  3.919  -1.747  -5.233
H  2.613  -0.968  -6.115
H  3.895  0.539  -3.935
H  3.148  1.594  -1.871
H  -0.159  3.730  -0.144
H  0.792  3.424  -1.610
H  1.037  4.897  -0.680
H  2.753  5.017  0.815
H  5.126  5.133  1.727
H  5.795  3.715  2.540
H  4.464  4.610  3.269
H  4.804  1.539  2.182
H  4.033  -0.583  1.751
H  3.411  -0.751  0.111
H  2.300  -0.780  1.476
N  -1.414  3.692  -4.836
C  -1.816  3.418  -3.796
C  -2.281  3.038  -2.491
C  -3.440  3.562  -1.929
C  -3.817  3.132  -0.666
C  -3.036  2.202  -0.012
N  -1.914  1.699  -0.556
C  -1.543  2.113  -1.773
H  -4.029  4.289  -2.471
H  -4.709  3.514  -0.189
H  -3.307  1.854  0.975
H  -0.631  1.696  -2.181

---

4.
# C44H42INO19

A 5-piece molecular cluster, C44H42INO19 overall (ωB97M-V/def2-TZVPD, OMol25).

Properties
* SMILES: CC[C@H](I)C1=C(CC[C@@H](C)CCC=C(C)C)C(=O)C(OC#N)=CC1=O.O=C1C=C(O)C(=O)C=C1O.O=C1C=C(O)C(=O)C=C1O.O=C1C=C(O)C(=O)C=C1O.O=C1C=C(O)C(=O)C=C1O
* orbital gap: 5.81 eV
* electronic energy: -94782.569 eV

CARTESIAN COORDINATES (ANGSTROEM)
C  -4.820  2.174  4.184
C  -6.022  1.924  3.058
C  -6.212  3.343  2.195
I  -7.663  4.542  3.304
C  -6.555  3.096  0.615
C  -5.471  2.442  -0.224
C  -3.989  2.019  0.332
C  -3.754  0.387  0.433
C  -2.651  0.077  1.649
C  -2.884  -1.412  2.341
C  -1.089  0.174  1.125
C  0.029  -0.020  2.329
C  0.279  1.337  3.226
C  1.466  1.493  4.152
C  1.894  0.319  5.252
C  2.415  2.862  4.181
C  -5.819  2.130  -1.830
O  -4.866  2.177  -2.765
C  -7.412  1.720  -2.133
O  -7.700  0.755  -3.206
C  -8.878  -0.092  -2.876
N  -10.136  -0.442  -2.702
C  -8.474  2.373  -1.299
C  -7.939  3.472  -0.173
O  -8.664  4.585  -0.044
H  -3.820  2.431  3.619
H  -4.753  1.186  4.834
H  -5.128  3.086  4.876
H  -7.027  1.737  3.643
H  -5.779  1.035  2.322
H  -5.162  3.903  2.295
H  -3.694  2.471  1.370
H  -3.196  2.443  -0.453
H  -3.227  0.003  -0.564
H  -4.746  -0.225  0.547
H  -2.747  0.855  2.545
H  -4.040  -1.572  2.461
H  -2.411  -1.331  3.431
H  -2.357  -2.287  1.768
H  -0.840  1.219  0.620
H  -0.840  -0.656  0.316
H  -0.250  -0.880  3.095
H  1.086  -0.324  1.885
H  -0.481  2.230  3.220
H  0.977  -0.158  5.801
H  2.553  -0.470  4.657
H  2.609  0.789  6.060
H  2.079  3.633  5.012
H  3.501  2.496  4.512
H  2.545  3.355  3.124
H  -9.620  2.179  -1.437
C  6.428  1.391  4.747
C  7.582  1.889  4.299
C  8.763  1.013  4.063
O  9.804  1.496  3.633
C  8.629  -0.421  4.365
C  7.475  -0.918  4.816
C  6.287  -0.047  5.026
O  5.235  -0.536  5.425
O  7.343  -2.264  5.105
O  7.723  3.239  4.037
H  5.561  2.016  4.922
H  9.500  -1.043  4.205
H  6.418  -2.375  5.413
H  8.647  3.349  3.724
C  -3.162  -0.356  -3.916
C  -3.639  -1.294  -4.738
C  -2.778  -1.921  -5.778
O  -3.239  -2.793  -6.506
C  -1.387  -1.455  -5.894
C  -0.911  -0.516  -5.075
C  -1.765  0.091  -4.017
O  -1.294  0.940  -3.266
O  0.394  -0.072  -5.180
O  -4.952  -1.718  -4.651
H  -3.776  0.106  -3.154
H  -0.777  -1.907  -6.666
H  0.496  0.607  -4.477
H  -5.053  -2.400  -5.350
C  11.243  -4.138  3.617
C  11.919  -5.139  4.183
C  13.406  -5.121  4.263
O  13.999  -6.047  4.807
C  14.114  -3.975  3.672
C  13.438  -2.975  3.102
C  11.950  -2.981  3.047
O  11.356  -2.039  2.533
O  14.097  -1.897  2.542
O  11.261  -6.231  4.719
H  10.162  -4.137  3.554
H  15.195  -3.983  3.721
H  13.390  -1.309  2.196
H  11.968  -6.816  5.069
C  -6.577  0.014  -8.636
C  -7.088  0.215  -9.852
C  -6.363  -0.220  -11.077
O  -6.866  -0.039  -12.180
C  -5.046  -0.856  -10.910
C  -4.534  -1.053  -9.694
C  -5.272  -0.644  -8.468
O  -4.784  -0.855  -7.363
O  -3.296  -1.648  -9.529
O  -8.313  0.835  -10.018
H  -7.095  0.323  -7.736
H  -4.522  -1.151  -11.810
H  -3.149  -1.680  -8.559
H  -8.463  0.861  -10.988

---

5.
# C38H57Cl3N13O4Ta

C38H57Cl3N13O4Ta as an isolated structure (ωB97M-V/def2-TZVPD, OMol25).

Properties
* charge: +2
* orbital gap: 8.06 eV
* ΔE to the lowest compared entry with this formula, charge and spin: 1.287 eV
* electronic energy: -107001.788 eV

CARTESIAN COORDINATES (ANGSTROEM)
Ta  0.536  0.232  0.556
C  1.205  1.495  -3.731
N  1.798  0.644  -2.710
C  1.370  -0.746  -2.657
C  2.587  1.169  -1.746
N  2.506  0.705  -0.481
C  3.747  0.758  0.312
C  3.352  0.988  1.741
N  2.332  -0.031  2.071
C  2.962  -1.392  2.036
C  2.771  -2.126  0.725
N  1.365  -2.251  0.361
C  0.823  -3.421  0.644
N  1.222  -4.229  1.686
C  1.086  -3.816  3.076
C  1.411  -5.659  1.474
N  -0.144  -3.922  -0.165
C  -1.149  -4.863  0.303
C  -0.031  -3.825  -1.609
C  1.770  0.169  3.426
C  1.075  1.488  3.457
N  0.107  1.549  2.349
C  -0.844  2.484  2.558
N  -2.093  2.400  2.062
C  -2.817  1.143  1.974
C  -2.863  3.595  1.736
N  -0.669  3.503  3.451
C  0.538  4.302  3.610
C  -1.762  3.920  4.325
N  3.481  2.091  -2.181
C  4.012  3.214  -1.417
C  4.041  2.019  -3.531
H  0.122  1.447  -3.664
H  1.509  1.190  -4.734
H  1.502  2.526  -3.568
H  1.256  -1.113  -3.679
H  0.404  -0.884  -2.166
H  2.118  -1.348  -2.150
H  4.436  1.531  0.000
H  4.307  -0.171  0.219
H  2.914  1.980  1.846
H  4.202  0.914  2.428
H  2.498  -1.952  2.836
H  4.026  -1.304  2.282
H  3.271  -3.096  0.814
H  3.254  -1.599  -0.087
H  0.557  -2.867  3.134
H  2.043  -3.748  3.598
H  0.479  -4.557  3.601
H  1.503  -5.867  0.411
H  0.591  -6.250  1.887
H  2.335  -5.976  1.959
H  -1.249  -4.802  1.384
H  -2.108  -4.593  -0.143
H  -0.918  -5.889  0.012
H  0.387  -4.754  -2.012
H  0.601  -2.989  -1.884
H  -1.016  -3.689  -2.042
H  2.560  0.114  4.183
H  1.062  -0.640  3.603
H  1.804  2.295  3.409
H  0.572  1.596  4.422
H  -2.373  0.435  2.667
H  -2.829  0.740  0.965
H  -3.848  1.322  2.286
H  -3.685  3.741  2.439
H  -3.282  3.486  0.740
H  -2.220  4.471  1.747
H  1.214  4.149  2.787
H  1.049  4.084  4.551
H  0.253  5.355  3.617
H  -2.590  3.223  4.251
H  -2.112  4.923  4.078
H  -1.404  3.924  5.355
H  3.478  3.347  -0.490
H  3.892  4.123  -2.008
H  5.077  3.080  -1.215
H  3.774  1.078  -3.999
H  5.127  2.077  -3.461
H  3.692  2.846  -4.150
O  -4.523  -2.845  2.415
C  -4.838  -2.435  1.183
O  -5.974  -2.302  0.834
C  -3.711  -2.148  0.235
C  -3.851  -2.079  -1.134
Cl  -5.217  -2.290  -2.107
N  -2.656  -1.741  -1.675
N  -1.731  -1.528  -0.706
C  -2.355  -1.794  0.425
C  -1.563  -1.774  1.683
O  -1.827  -2.472  2.634
O  -0.520  -0.951  1.712
C  -2.336  -1.809  -3.081
C  -2.634  -2.967  -3.783
C  -2.369  -3.026  -5.141
C  -1.814  -1.932  -5.793
C  -1.523  -0.780  -5.078
C  -1.786  -0.716  -3.717
H  -3.550  -2.890  2.540
H  -3.086  -3.812  -3.280
H  -2.607  -3.925  -5.693
H  -1.622  -1.975  -6.856
H  -1.109  0.081  -5.587
H  -1.585  0.173  -3.146
Cl  -3.436  1.386  -1.471
C  -2.254  2.651  -1.532
C  -2.663  3.863  -2.077
C  -1.845  4.974  -2.002
C  -0.631  4.894  -1.333
C  -0.242  3.677  -0.815
Cl  1.211  3.614  0.148
C  -0.994  2.499  -0.946
N  -0.503  1.278  -0.470
H  -3.642  3.925  -2.530
H  -2.170  5.915  -2.424
H  -0.005  5.765  -1.201

---

6.
# C40H40Cl4F3N3O2

A 2-piece molecular cluster, C40H40Cl4F3N3O2 overall (ωB97M-V/def2-TZVPD, OMol25).

Properties
* orbital gap: 3.34 eV
* ΔE to the lowest compared entry with this formula, charge and spin: 0.262 eV
* electronic energy: -108934.657 eV

CARTESIAN COORDINATES (ANGSTROEM)
Cl  3.328  -0.592  1.987
C  1.661  -0.163  2.106
C  1.219  1.000  1.535
Cl  2.317  2.042  0.720
C  -0.160  1.388  1.593
O  -0.554  2.415  1.067
C  -1.094  0.489  2.312
O  -2.279  0.762  2.401
C  -0.559  -0.708  2.894
Cl  -1.635  -1.755  3.738
C  0.768  -1.020  2.788
Cl  1.360  -2.483  3.488
C  -2.128  3.717  -5.799
C  -1.837  5.188  -5.505
C  -2.266  6.097  -6.654
C  -0.388  5.409  -5.120
C  0.661  5.127  -5.974
C  1.968  5.327  -5.574
C  2.243  5.806  -4.307
C  1.218  6.121  -3.434
C  1.454  6.661  -2.037
C  2.558  7.717  -1.985
C  1.719  5.537  -1.037
C  -0.100  5.913  -3.849
N  -1.186  6.219  -2.953
N  -1.810  7.386  -2.952
N  -2.751  7.279  -2.045
C  -3.609  8.397  -1.732
C  -4.796  8.570  -2.448
C  -5.126  7.618  -3.579
C  -5.162  8.343  -4.924
C  -6.425  6.854  -3.314
C  -5.649  9.594  -2.079
C  -5.338  10.427  -1.022
C  -4.151  10.262  -0.335
C  -3.262  9.266  -0.695
C  -1.943  9.055  0.020
C  -2.137  8.249  1.304
C  -1.204  10.366  0.299
C  -2.779  6.012  -1.391
C  -3.641  5.604  -0.316
C  -3.333  4.511  0.513
C  -4.186  4.117  1.518
C  -5.361  4.810  1.754
C  -6.301  4.391  2.876
F  -7.463  5.077  2.764
F  -6.534  3.063  2.776
F  -5.705  4.677  4.056
C  -5.661  5.919  0.989
C  -4.825  6.305  -0.026
C  -1.743  5.288  -2.034
C  -1.372  3.984  -1.950
H  -1.869  3.087  -4.948
H  -3.182  3.558  -6.028
H  -1.549  3.373  -6.656
H  -2.434  5.473  -4.620
H  -2.104  7.147  -6.407
H  -1.695  5.876  -7.555
H  -3.322  5.965  -6.892
H  0.450  4.755  -6.960
H  2.776  5.104  -6.251
H  3.263  5.949  -3.998
H  0.509  7.159  -1.750
H  2.404  8.495  -2.734
H  2.597  8.197  -1.006
H  3.534  7.265  -2.162
H  0.877  4.848  -0.978
H  2.599  4.965  -1.332
H  1.899  5.935  -0.038
H  -4.305  6.881  -3.618
H  -4.223  8.866  -5.112
H  -5.341  7.652  -5.749
H  -5.960  9.085  -4.936
H  -6.364  6.267  -2.398
H  -7.260  7.546  -3.211
H  -6.665  6.172  -4.131
H  -6.567  9.735  -2.624
H  -6.019  11.213  -0.740
H  -3.913  10.914  0.489
H  -1.316  8.462  -0.669
H  -2.582  7.277  1.099
H  -1.191  8.084  1.820
H  -2.801  8.778  1.987
H  -1.138  10.986  -0.596
H  -1.718  10.943  1.067
H  -0.189  10.184  0.659
H  -2.383  4.017  0.409
H  -3.950  3.263  2.132
H  -6.563  6.468  1.206
H  -5.083  7.168  -0.604
H  -1.889  3.277  -1.339
H  -0.569  3.612  -2.553

---

7.
# C7H12N3O2

An isolated ion of composition C7H12N3O2 and charge +1 (ωB97M-V/def2-TZVPD, OMol25).

Properties
* SMILES: CCOC1=C(N(C)/C=C\N=[NH2+])O1
* charge: +1
* orbital gap (spin up / spin down): 7.26 / 7.26 eV
* ΔE to the lowest compared entry with this formula, charge and spin: 6.524 eV
* electronic energy: -16005.422 eV

CARTESIAN COORDINATES (ANGSTROEM)
C  -0.685  -2.512  0.727
C  -1.874  -1.783  1.016
C  0.789  -0.588  0.810
C  0.944  0.284  -0.229
C  0.638  3.471  -1.761
C  1.659  -2.890  0.500
C  1.402  2.141  -1.679
N  0.526  -2.019  0.721
N  -2.095  -0.626  1.548
N  -3.321  -0.223  1.681
O  2.153  -0.206  0.155
O  0.512  1.222  -0.892
H  -0.984  -3.535  0.769
H  -2.699  -2.507  0.906
H  -0.338  3.227  -2.061
H  0.657  3.845  -0.704
H  1.197  4.157  -2.471
H  1.506  -4.021  0.684
H  2.186  -2.791  -0.456
H  2.490  -2.437  1.222
H  2.471  2.093  -1.209
H  1.393  1.736  -2.622
H  -3.992  -1.036  1.401
H  -3.518  0.416  2.447

---

Q: The lowest electronic energy belongs to which entry?
A: C40H40Cl4F3N3O2